No. 1
Here is 3 unconnected molecules or ions with the total composition C21H23BrClN5O4 at a distorted geometry from OMol25. Energies are from ωB97M-V/def2-TZVPD.

XYZ file:
```
55
Properties=species:S:1:pos:R:3:nbo_charge:R:1
C 2.46041 -2.35920 0.89207 -0.2875
O 1.85669 -1.22742 0.12292 -0.5805
C 1.77160 -0.01463 0.95208 -0.0904
C 1.19228 1.31262 0.18696 -0.1143
C 1.12790 2.51396 1.34922 0.2368
N 1.17305 3.43325 2.28124 -0.2806
C 2.21815 1.91720 -0.98141 -0.4317
C 3.74759 2.15986 -0.46558 -0.4522
C 4.73239 0.86051 -0.46735 -0.4635
Br 4.43219 -0.47150 -1.92254 -0.0034
C -0.33870 1.17379 -0.38811 0.2181
C -1.05191 2.66609 -0.14271 0.2389
N -1.67649 3.78867 -0.00063 -0.2579
C -1.27118 0.06185 0.37347 -0.5680
C -2.76372 -0.15539 -0.27059 0.5564
O -3.62769 0.79688 -0.62868 -0.4978
Cl -3.36467 -1.92811 -0.49869 -0.0534
O -0.44229 0.91468 -1.83222 -0.3916
N -0.00452 -0.33228 -2.14977 0.3793
O -0.88874 -0.93324 -2.77655 -0.2377
H 2.57045 -1.98498 2.00493 0.1887
H 1.70755 -3.27888 0.84216 0.2244
H 3.47567 -2.70744 0.41004 0.2082
H 1.05644 -0.29430 1.86660 0.1958
H 2.80273 0.28484 1.46947 0.2112
H 1.77539 3.00061 -1.22036 0.2448
H 2.12598 1.33082 -2.00954 0.2711
H 3.81259 2.65933 0.60537 0.2476
H 4.23490 2.95929 -1.20635 0.2405
H 5.84072 1.27847 -0.62176 0.2404
H 4.77511 0.25784 0.54772 0.2234
H -0.77267 -1.02192 0.41748 0.2933
H -1.37798 0.39294 1.50536 0.2892
C 1.26940 -7.69587 3.46298 -0.1609
C -0.00957 -7.17668 3.63378 -0.2597
C -0.31111 -5.96514 3.03263 0.0342
N 0.56739 -5.25483 2.29165 -0.4302
C 1.80176 -5.78332 2.14507 0.0282
C 2.19582 -6.98855 2.70368 -0.2606
H 1.54217 -8.64365 3.91792 0.2197
H -0.75398 -7.70289 4.22049 0.2244
H -1.29668 -5.52009 3.13383 0.1969
H 2.48975 -5.19220 1.54710 0.1877
H 3.20044 -7.36641 2.55128 0.2234
C -3.61086 4.91104 -2.47064 -0.1616
C -4.61326 3.99743 -2.16239 -0.2631
C -5.90495 4.27554 -2.57991 0.0288
N -6.24961 5.38648 -3.26720 -0.4210
C -5.25532 6.25580 -3.55027 0.0251
C -3.93424 6.06371 -3.17910 -0.2676
H -2.58622 4.72663 -2.16122 0.2239
H -4.39405 3.09032 -1.61070 0.2362
H -6.72153 3.59192 -2.36650 0.1922
H -5.55859 7.14158 -4.10138 0.1898
H -3.17599 6.79492 -3.43529 0.2162
```

LUMO level: -1.20 eV
Strongest force on any atom: 12.3 eV Å⁻¹
E_tot: -4422.5135 a.u.

=====

No. 2
Here is 2 unconnected molecules or ions with the total composition C4H10N2O2 at a distorted geometry from OMol25. Energies are from ωB97M-V/def2-TZVPD.

XYZ file:
```
18
Properties=species:S:1:pos:R:3:nbo_charge:R:1
C -2.04962 -0.09374 -1.32233 -0.6689
C -1.11959 0.78447 -0.59533 0.1889
N 0.09657 0.48543 -0.42738 -0.4475
C 1.00096 1.37650 0.16897 -0.2404
C 1.36336 0.88454 1.60500 -0.6046
H -2.71004 0.51283 -1.82082 0.2217
H -1.62116 -0.69784 -2.00281 0.2332
H -2.62181 -0.71762 -0.70468 0.2369
H -1.46197 1.70593 -0.20961 0.1517
H 0.50156 2.28795 0.35926 0.1616
H 1.90817 1.66723 -0.30715 0.2109
H 0.82348 -0.06421 1.84006 0.2251
H 2.44226 0.72440 1.60412 0.2106
H 1.14056 1.61972 2.27880 0.2046
O 0.87097 -4.17552 -0.17655 -0.3159
N 0.52456 -3.08012 -0.53615 0.3237
O 0.55633 -2.05523 0.37695 -0.5935
H 0.35540 -1.16472 -0.13035 0.5019
```

Energy above the lowest of the compared OMol25 structures with the same formula, charge and spin: 125.7 kcal per mole
LUMO level: 0.88 eV
Strongest force on any atom: 3.6 eV Å⁻¹
E_tot: -418.2606 a.u.

=====

Number 1: HOMO -9.23 eV. Number 2: HOMO -9.46 eV.